1.
{
  "formula": "C11H42N18O14PRb2",
  "method": "the ωB97M-V functional and the def2-TZVPD basis",
  "lumo_ev": 1.373,
  "energy_ha": -2873.6001,
  "gap_ev": 8.08,
  "total_charge": -1,
  "multiplicity": 1,
  "elements": ["Rb", "Rb", "P", "O", "O", "O", "O", "C", "O", "N", "N", "H", "H", "H", "H", "C", "O", "N", "N", "H", "H", "H", "H", "C", "O", "N", "N", "H", "H", "H", "H", "C", "O", "N", "N", "H", "H", "H", "H", "C", "O", "N", "N", "H", "H", "H", "H", "C", "O", "N", "N", "H", "H", "H", "H", "C", "O", "N", "N", "H", "H", "H", "H", "C", "O", "N", "N", "H", "H", "H", "H", "C", "O", "N", "N", "H", "H", "H", "H", "C", "C", "O", "H", "H", "H", "H", "H", "H"],
  "coordinates": [[2.67, 0.50, 1.99], [-1.03, 1.94, -3.21], [-0.11, 0.28, 0.07], [0.83, -0.83, 0.68], [0.85, 1.61, 0.06], [-1.29, 0.58, 1.00], [-0.60, -0.02, -1.34], [4.02, -1.51, -0.66], [5.17, -1.42, -1.08], [3.04, -1.02, -1.40], [3.68, -1.99, 0.59], [3.23, -0.68, -2.35], [2.24, -0.59, -0.94], [2.68, -2.01, 0.84], [4.37, -2.30, 1.21], [2.69, -0.54, 4.80], [3.70, -1.00, 4.33], [1.58, -1.39, 4.90], [2.49, 0.82, 5.07], [1.84, -2.39, 4.71], [0.77, -1.15, 5.42], [1.57, 1.01, 5.52], [3.27, 1.46, 5.11], [-1.50, 4.40, 0.20], [-1.91, 5.57, 0.10], [-0.22, 4.17, 0.55], [-2.26, 3.35, -0.21], [0.26, 3.25, 0.35], [0.31, 4.97, 0.93], [-2.19, 2.44, 0.30], [-3.22, 3.62, -0.34], [-0.78, -2.73, 3.21], [-0.71, -3.08, 4.36], [0.25, -2.90, 2.29], [-1.93, -2.17, 2.63], [0.41, -2.06, 1.73], [1.10, -3.23, 2.62], [-2.71, -1.95, 3.27], [-1.70, -1.37, 1.95], [-2.55, -0.88, -4.31], [-2.35, 0.25, -4.68], [-2.45, -1.95, -5.19], [-2.77, -1.21, -2.87], [-2.28, -1.62, -6.13], [-2.79, -2.90, -4.99], [-2.53, -2.16, -2.68], [-2.28, -0.55, -2.23], [-0.70, -3.69, -1.46], [-1.21, -3.87, -2.60], [-1.45, -3.90, -0.31], [0.59, -3.22, -1.22], [-2.46, -4.00, -0.51], [-1.20, -3.37, 0.53], [0.91, -3.14, -0.26], [1.19, -2.71, -1.84], [-4.94, 0.57, 0.65], [-6.11, 0.40, 0.39], [-4.70, 1.45, 1.68], [-3.87, 0.09, 0.00], [-5.55, 1.65, 2.17], [-3.87, 1.41, 2.20], [-2.89, 0.25, 0.38], [-4.06, -0.62, -0.69], [0.81, -1.03, -5.06], [1.07, -1.75, -6.04], [0.33, -1.59, -3.89], [0.87, 0.41, -4.99], [0.03, -1.00, -3.14], [0.27, -2.57, -3.81], [1.35, 0.73, -5.80], [1.39, 0.74, -4.17], [-0.49, 1.70, 4.53], [-0.08, 1.90, 5.69], [-0.85, 0.43, 4.03], [-0.28, 2.75, 3.68], [-1.12, 0.35, 3.07], [-1.25, -0.18, 4.71], [-0.52, 2.76, 2.62], [0.14, 3.57, 4.09], [4.05, 2.79, -2.38], [2.57, 3.04, -2.44], [1.83, 1.77, -2.53], [4.34, 2.19, -1.56], [4.47, 3.80, -2.22], [4.49, 2.54, -3.35], [2.24, 3.62, -3.26], [2.31, 3.52, -1.50], [1.47, 1.56, -1.58]]
}

---

2.
{
  "formula": "C11H44N14O11",
  "method": "the ωB97M-V functional and the def2-TZVPD basis",
  "lumo_ev": -0.010,
  "energy_ha": -2039.6891,
  "gap_ev": 9.39,
  "smiles": "NC(N)=O.NC(N)=O.NC(N)=O.NC(N)=O.NC(N)=O.NC(N)=O.NC(N)=O.CO.CO.CO.CO",
  "e_above_lowest_kcal_mol": 195.3,
  "total_charge": 0,
  "multiplicity": 1,
  "elements": ["N", "C", "N", "O", "H", "H", "H", "H", "N", "C", "N", "O", "H", "H", "H", "H", "N", "C", "N", "O", "H", "H", "H", "H", "N", "C", "N", "O", "H", "H", "H", "H", "N", "C", "N", "O", "H", "H", "H", "H", "N", "C", "N", "O", "H", "H", "H", "H", "N", "C", "N", "O", "H", "H", "H", "H", "C", "O", "H", "H", "H", "H", "C", "O", "H", "H", "H", "H", "C", "O", "H", "H", "H", "H", "C", "O", "H", "H", "H", "H"],
  "coordinates": [[-10.56, -17.96, 12.98], [-10.83, -16.68, 13.07], [-11.64, -16.46, 14.02], [-10.23, -15.82, 12.36], [-11.21, -18.72, 13.11], [-9.94, -18.18, 12.21], [-11.79, -15.50, 14.30], [-11.86, -17.19, 14.68], [-18.01, -24.80, 22.31], [-18.93, -24.21, 21.56], [-18.36, -23.95, 20.44], [-20.12, -24.24, 21.72], [-17.27, -25.29, 21.81], [-18.49, -25.40, 22.97], [-18.99, -23.84, 19.65], [-17.36, -23.98, 20.46], [-7.94, -27.18, 24.57], [-8.19, -26.09, 23.87], [-9.48, -25.74, 23.94], [-7.41, -25.52, 23.10], [-7.02, -27.54, 24.77], [-8.64, -27.47, 25.23], [-9.99, -26.10, 24.73], [-9.85, -24.88, 23.57], [-13.26, -25.93, 10.56], [-12.47, -25.24, 9.84], [-11.48, -26.11, 9.53], [-12.63, -24.11, 9.50], [-14.10, -25.40, 10.71], [-13.11, -26.84, 10.96], [-10.82, -25.93, 8.79], [-11.22, -26.86, 10.15], [-6.26, -30.11, 13.89], [-6.15, -30.57, 12.74], [-5.00, -31.26, 12.72], [-6.65, -30.25, 11.69], [-6.88, -29.35, 14.13], [-5.72, -30.62, 14.57], [-4.75, -31.72, 11.85], [-4.47, -31.39, 13.57], [-18.71, -19.64, 14.40], [-17.53, -20.13, 14.26], [-17.41, -20.66, 13.12], [-16.66, -20.20, 15.07], [-18.95, -19.36, 15.34], [-19.38, -19.86, 13.67], [-18.13, -20.47, 12.44], [-16.48, -20.50, 12.76], [-15.68, -32.90, 14.90], [-14.67, -32.58, 14.17], [-14.26, -33.69, 13.52], [-14.29, -31.43, 14.01], [-15.79, -33.88, 15.11], [-16.05, -32.24, 15.57], [-13.33, -33.67, 13.11], [-14.85, -34.51, 13.58], [-11.59, -18.79, 20.28], [-12.99, -18.57, 20.31], [-11.26, -18.76, 19.25], [-11.06, -18.06, 20.89], [-11.26, -19.76, 20.64], [-13.41, -19.07, 19.60], [-14.61, -29.62, 22.53], [-14.07, -28.87, 21.51], [-15.68, -29.54, 22.74], [-14.28, -30.62, 22.27], [-14.23, -29.56, 23.56], [-13.13, -29.06, 21.42], [-11.93, -25.15, 17.22], [-11.48, -26.40, 16.90], [-12.85, -25.16, 17.81], [-11.24, -24.52, 17.78], [-12.03, -24.72, 16.22], [-12.22, -26.80, 16.45], [-8.17, -34.83, 17.11], [-8.86, -33.81, 17.71], [-8.00, -34.81, 16.03], [-7.16, -34.97, 17.50], [-8.76, -35.68, 17.43], [-8.87, -33.03, 17.15]]
}

---

3.
{
  "formula": "C11H44N6O11",
  "method": "the ωB97M-V functional and the def2-TZVPD basis",
  "lumo_ev": -0.290,
  "energy_ha": -1601.4699,
  "gap_ev": 7.70,
  "smiles": "NC(N)=O.NC(N)=O.NC(N)=O.CO.CO.CO.CO.CO.CO.CO.CO",
  "e_above_lowest_kcal_mol": 148.1,
  "total_charge": 0,
  "multiplicity": 1,
  "elements": ["N", "C", "N", "O", "H", "H", "H", "H", "N", "C", "N", "O", "H", "H", "H", "H", "N", "C", "N", "O", "H", "H", "H", "H", "C", "O", "H", "H", "H", "H", "C", "O", "H", "H", "H", "H", "C", "O", "H", "H", "H", "H", "C", "O", "H", "H", "H", "H", "C", "O", "H", "H", "H", "H", "C", "O", "H", "H", "H", "H", "C", "O", "H", "H", "H", "H", "C", "O", "H", "H", "H", "H"],
  "coordinates": [[-1.15, 3.16, -0.83], [0.11, 3.15, -0.71], [0.74, 2.84, -1.85], [0.72, 3.23, 0.51], [-1.63, 3.15, 0.09], [-1.65, 2.56, -1.53], [1.75, 2.70, -1.87], [0.34, 3.07, -2.79], [1.78, 1.26, 2.31], [2.84, 1.38, 3.05], [3.01, 0.35, 3.82], [3.74, 2.38, 2.89], [1.51, 2.02, 1.68], [1.43, 0.32, 2.08], [3.74, 0.47, 4.56], [2.47, -0.48, 3.73], [-2.88, 2.89, 1.31], [-1.93, 2.27, 1.96], [-1.79, 2.85, 3.07], [-1.20, 1.17, 1.51], [-3.29, 2.46, 0.41], [-3.41, 3.69, 1.71], [-0.85, 2.67, 3.61], [-2.60, 3.33, 3.49], [0.50, -3.14, -4.13], [1.23, -3.16, -2.93], [0.43, -2.09, -4.18], [-0.53, -3.48, -3.92], [1.02, -3.60, -4.99], [0.61, -2.95, -2.20], [-3.90, -1.52, 1.31], [-2.67, -1.79, 0.71], [-3.97, -2.00, 2.29], [-4.65, -1.94, 0.62], [-3.97, -0.45, 1.45], [-2.38, -0.90, 0.42], [-4.00, 0.65, -1.41], [-3.84, 1.98, -1.06], [-4.13, 0.54, -2.52], [-5.00, 0.33, -1.22], [-3.33, -0.08, -0.95], [-4.37, 2.55, -1.67], [0.11, -0.28, -0.86], [0.60, 0.15, -2.10], [-0.95, -0.10, -0.71], [0.68, 0.31, -0.09], [0.39, -1.30, -0.68], [0.45, 1.07, -2.10], [-0.52, -5.08, -1.30], [-0.64, -3.68, -0.94], [-1.48, -5.53, -1.29], [0.07, -5.64, -0.60], [-0.10, -5.09, -2.32], [-0.86, -3.51, -0.02], [3.14, -1.41, -0.71], [3.20, -0.78, -2.02], [2.69, -0.82, 0.04], [4.16, -1.48, -0.33], [2.70, -2.42, -0.76], [2.33, -0.53, -2.34], [3.59, 2.17, -0.38], [3.61, 2.37, -1.75], [4.58, 1.96, -0.12], [2.99, 1.25, -0.13], [3.21, 2.90, 0.22], [4.44, 2.82, -1.96], [0.18, -1.29, 2.73], [1.48, -1.45, 2.19], [0.03, -0.61, 3.55], [0.04, -2.26, 3.16], [-0.55, -1.19, 1.96], [1.64, -2.37, 1.84]]
}

---

4.
{
  "formula": "C11H44O11",
  "method": "the ωB97M-V functional and the def2-TZVPD basis",
  "lumo_ev": 0.015,
  "energy_ha": -1272.9151,
  "gap_ev": 9.70,
  "smiles": "CO.CO.CO.CO.CO.CO.CO.CO.CO.CO.CO",
  "e_above_lowest_kcal_mol": 60.3,
  "total_charge": 0,
  "multiplicity": 1,
  "elements": ["C", "O", "H", "H", "H", "H", "C", "O", "H", "H", "H", "H", "C", "O", "H", "H", "H", "H", "C", "O", "H", "H", "H", "H", "C", "O", "H", "H", "H", "H", "C", "O", "H", "H", "H", "H", "C", "O", "H", "H", "H", "H", "C", "O", "H", "H", "H", "H", "C", "O", "H", "H", "H", "H", "C", "O", "H", "H", "H", "H", "C", "O", "H", "H", "H", "H"],
  "coordinates": [[-30.67, 8.64, -5.78], [-31.44, 8.65, -4.59], [-30.66, 9.62, -6.26], [-29.61, 8.41, -5.57], [-31.06, 7.86, -6.42], [-31.04, 9.24, -3.95], [-30.71, 13.09, -6.05], [-31.33, 14.10, -5.24], [-29.64, 13.27, -6.06], [-30.87, 12.09, -5.62], [-31.15, 13.12, -7.04], [-32.25, 13.84, -5.12], [-34.20, 13.13, -11.39], [-34.70, 11.78, -11.25], [-33.90, 13.46, -10.39], [-33.32, 13.11, -12.03], [-35.00, 13.78, -11.73], [-34.85, 11.43, -12.14], [-29.13, 10.45, -8.44], [-28.44, 10.47, -9.69], [-28.55, 9.90, -7.70], [-29.32, 11.45, -8.07], [-30.08, 9.93, -8.53], [-27.66, 9.93, -9.56], [-35.75, 15.46, -8.63], [-34.75, 14.56, -8.13], [-35.65, 16.46, -8.19], [-35.67, 15.48, -9.71], [-36.74, 15.11, -8.34], [-34.71, 14.63, -7.17], [-33.49, 11.59, -7.81], [-32.57, 10.53, -7.71], [-33.15, 12.36, -8.50], [-34.49, 11.20, -8.08], [-33.61, 11.98, -6.80], [-32.26, 10.26, -8.59], [-33.22, 6.44, -8.05], [-33.74, 7.11, -9.20], [-33.49, 5.40, -8.15], [-32.13, 6.56, -8.00], [-33.63, 6.87, -7.13], [-33.31, 7.97, -9.27], [-31.14, 8.47, -10.68], [-32.18, 9.34, -10.23], [-30.94, 7.69, -9.95], [-31.47, 7.86, -11.53], [-30.24, 9.01, -10.95], [-32.43, 9.89, -10.97], [-36.40, 9.25, -8.88], [-36.17, 9.42, -10.26], [-36.86, 10.15, -8.43], [-37.08, 8.41, -8.78], [-35.47, 9.05, -8.34], [-35.58, 10.18, -10.38], [-32.09, 16.26, -8.75], [-32.24, 16.98, -7.54], [-31.96, 15.18, -8.59], [-32.94, 16.36, -9.42], [-31.18, 16.61, -9.23], [-33.00, 16.62, -7.07], [-36.20, 13.50, -4.26], [-35.83, 14.83, -3.81], [-37.25, 13.51, -4.55], [-35.53, 13.16, -5.05], [-36.03, 12.85, -3.41], [-35.41, 15.30, -4.53]]
}

---

5.
{
  "formula": "C11H44O11",
  "method": "the ωB97M-V functional and the def2-TZVPD basis",
  "lumo_ev": 0.469,
  "energy_ha": -1272.9189,
  "gap_ev": 9.99,
  "smiles": "CO.CO.CO.CO.CO.CO.CO.CO.CO.CO.CO",
  "e_above_lowest_kcal_mol": 57.9,
  "total_charge": 0,
  "multiplicity": 1,
  "elements": ["C", "O", "H", "H", "H", "H", "C", "O", "H", "H", "H", "H", "C", "O", "H", "H", "H", "H", "C", "O", "H", "H", "H", "H", "C", "O", "H", "H", "H", "H", "C", "O", "H", "H", "H", "H", "C", "O", "H", "H", "H", "H", "C", "O", "H", "H", "H", "H", "C", "O", "H", "H", "H", "H", "C", "O", "H", "H", "H", "H", "C", "O", "H", "H", "H", "H"],
  "coordinates": [[-18.20, 5.85, -9.06], [-19.33, 6.10, -8.16], [-17.79, 4.84, -9.04], [-18.51, 5.95, -10.10], [-17.41, 6.51, -8.72], [-18.92, 6.25, -7.30], [-12.10, 10.52, -8.34], [-12.18, 11.67, -7.53], [-11.97, 9.66, -7.67], [-13.01, 10.32, -8.91], [-11.35, 10.59, -9.12], [-11.33, 12.10, -7.66], [-12.49, 2.52, -6.81], [-13.28, 3.72, -6.86], [-12.58, 2.09, -5.81], [-12.79, 1.81, -7.58], [-11.43, 2.74, -6.96], [-14.14, 3.50, -6.49], [-18.15, 7.93, -5.20], [-18.35, 6.55, -5.60], [-17.09, 8.17, -5.28], [-18.78, 8.53, -5.85], [-18.47, 8.13, -4.17], [-18.45, 6.06, -4.79], [-15.79, 5.99, -11.88], [-16.12, 4.70, -12.37], [-15.30, 5.91, -10.91], [-15.14, 6.53, -12.57], [-16.67, 6.62, -11.73], [-16.95, 4.76, -12.85], [-17.50, 9.07, -9.58], [-16.12, 9.01, -9.87], [-18.01, 10.03, -9.66], [-18.12, 8.47, -10.24], [-17.63, 8.71, -8.56], [-16.00, 9.18, -10.81], [-14.32, 9.64, -2.11], [-14.50, 8.94, -3.33], [-13.28, 9.92, -1.93], [-14.95, 10.51, -1.98], [-14.54, 9.01, -1.24], [-14.32, 9.55, -4.05], [-14.62, 7.35, -7.12], [-13.95, 7.61, -8.32], [-14.33, 6.41, -6.65], [-14.50, 8.13, -6.36], [-15.70, 7.31, -7.26], [-14.60, 8.00, -8.90], [-10.72, 6.30, -8.42], [-11.45, 7.36, -9.08], [-11.38, 5.92, -7.65], [-10.43, 5.49, -9.08], [-9.86, 6.61, -7.83], [-12.37, 7.31, -8.82], [-13.03, 11.85, -4.35], [-13.68, 10.82, -5.11], [-13.69, 12.15, -3.54], [-12.11, 11.57, -3.83], [-12.86, 12.72, -4.98], [-13.04, 10.65, -5.81], [-15.50, 5.39, -3.54], [-14.64, 6.28, -2.83], [-16.52, 5.77, -3.60], [-15.17, 5.29, -4.58], [-15.60, 4.38, -3.15], [-14.84, 7.19, -3.09]]
}

---

6.
{
  "formula": "C11H4Cl4N5O2",
  "method": "the ωB97M-V functional and the def2-TZVPD basis",
  "lumo_ev": 0.520,
  "energy_ha": -2686.6632,
  "gap_ev": 4.47,
  "e_above_lowest_kcal_mol": 0.0,
  "total_charge": -1,
  "multiplicity": 1,
  "elements": ["Cl", "C", "C", "Cl", "C", "O", "C", "O", "C", "Cl", "C", "Cl", "N", "C", "N", "C", "N", "C", "C", "N", "C", "N", "H", "H", "H", "H"],
  "coordinates": [[2.23, 1.43, 2.09], [0.70, 0.72, 2.39], [-0.41, 1.50, 2.59], [-0.56, 3.05, 1.91], [-1.53, 1.07, 3.43], [-2.40, 1.82, 3.84], [-1.52, -0.43, 3.84], [-2.43, -0.89, 4.52], [-0.38, -1.23, 3.39], [-0.33, -2.83, 3.94], [0.63, -0.70, 2.60], [1.76, -1.71, 1.83], [0.66, 0.11, -4.87], [0.21, -0.42, -3.72], [-0.52, -1.53, -3.65], [-0.91, -1.97, -2.43], [-0.65, -1.40, -1.22], [0.07, -0.30, -1.22], [0.55, 0.25, -2.50], [1.26, 1.36, -2.25], [1.22, 1.50, -0.87], [0.51, 0.52, -0.23], [1.22, 0.95, -4.84], [0.42, -0.31, -5.76], [-1.51, -2.88, -2.42], [1.71, 2.32, -0.37]]
}